1.
The following is a DFT calculation (the ωB97M-V functional and the def2-TZVPD basis) of a structure of composition C36H45BiIN4O2SSb2.

```
92
Properties=species:S:1:pos:R:3:forces:R:3:lowdin_charge:R:1
Bi 0.098 0.193 -0.487 0.0 -0.7 1.0 1.548
C -0.383 -2.599 3.946 -0.2 0.0 0.1 -0.368
Sb -2.547 -2.569 4.161 0.3 -0.1 -0.4 1.314
C -2.878 -1.186 2.512 -0.1 -0.1 0.2 -0.353
C -2.968 -4.394 2.974 0.0 0.3 0.2 -0.346
C -4.096 -4.140 2.022 -0.1 0.0 -0.1 -0.318
C -5.311 -3.714 2.566 0.1 0.0 0.0 -0.082
C -6.417 -3.446 1.783 0.0 0.0 0.0 -0.077
C -6.321 -3.591 0.408 0.0 0.0 -0.1 -0.081
C -5.125 -4.008 -0.149 0.0 0.0 0.0 -0.073
C -4.000 -4.302 0.628 -0.1 0.0 0.1 -0.296
C -2.781 -4.834 -0.063 0.3 0.3 0.4 -0.340
Sb -0.912 -3.654 0.108 -0.1 -0.7 -0.2 1.352
C -2.928 -1.403 -1.430 -0.1 0.2 -0.2 -0.085
C 0.176 -5.182 -0.977 0.0 0.3 0.2 -0.339
H -0.033 -3.631 3.939 0.0 0.0 0.0 -0.004
H 0.079 -2.085 4.788 0.0 0.0 0.0 -0.014
H -0.088 -2.110 3.020 0.0 0.0 0.0 -0.039
H -3.808 -0.643 2.679 0.0 0.0 0.0 0.001
H -2.978 -1.763 1.594 0.0 0.0 0.0 -0.043
H -2.047 -0.482 2.437 0.1 -0.1 0.0 -0.031
H -3.257 -5.147 3.708 0.0 0.0 0.0 0.060
H -2.053 -4.727 2.492 0.0 0.0 0.0 0.000
H -5.376 -3.595 3.644 -0.1 0.0 0.0 0.097
H -7.347 -3.135 2.241 0.0 0.0 0.0 0.106
H -7.175 -3.393 -0.227 0.0 0.0 0.0 0.104
H -5.065 -4.139 -1.225 0.0 0.0 0.0 0.108
H -2.985 -4.988 -1.123 0.1 0.0 0.0 0.055
H -2.482 -5.797 0.359 0.0 0.0 0.0 0.067
H -3.488 -2.328 -1.286 0.1 0.0 0.0 0.056
H -3.587 -0.669 -1.896 -0.1 0.0 0.1 0.101
H -2.634 -1.029 -0.445 0.0 0.0 0.0 0.026
H -0.515 -5.806 -1.538 0.0 0.0 0.0 0.001
H 0.726 -5.793 -0.263 0.0 0.0 0.0 0.000
H 0.887 -4.700 -1.646 0.0 0.0 0.0 -0.011
C 4.834 -0.528 -6.814 0.0 -0.1 0.1 -0.037
C 4.372 -0.724 -5.398 0.0 0.0 0.0 -0.254
C 5.225 -0.483 -4.325 0.0 0.0 0.0 -0.018
C 4.799 -0.672 -3.021 0.0 0.0 0.1 -0.041
C 3.502 -1.104 -2.790 0.0 0.0 0.2 -0.269
C 2.639 -1.369 -3.843 -0.1 -0.1 0.0 -0.047
C 3.079 -1.177 -5.140 0.1 0.1 0.0 -0.022
S 2.905 -1.231 -1.135 -0.7 -0.1 0.2 0.582
O 3.902 -1.794 -0.282 0.3 0.1 -0.1 -0.255
O 1.605 -1.915 -1.189 0.0 0.0 -0.2 -0.479
N 2.422 0.241 -0.691 0.1 -0.1 0.0 -0.355
C 3.220 1.205 -0.087 0.3 0.1 0.2 -0.427
C 4.614 1.101 0.039 0.0 0.0 0.0 -0.011
C 5.309 2.143 0.614 -0.1 0.0 0.0 -0.045
C 4.625 3.270 1.060 0.1 0.0 0.0 -0.065
C 3.255 3.269 0.940 -0.1 -0.1 0.0 -0.152
N 2.559 2.266 0.393 -0.3 -0.2 -0.2 0.007
H 5.786 -0.003 -6.848 0.0 0.0 0.0 0.079
H 4.095 0.035 -7.384 0.0 0.0 0.0 0.082
H 4.958 -1.495 -7.304 0.0 0.0 0.0 0.092
H 6.237 -0.145 -4.510 0.0 0.0 0.0 0.120
H 5.471 -0.497 -2.191 0.0 0.0 -0.1 0.104
H 1.645 -1.736 -3.636 0.0 0.0 0.0 0.104
H 2.407 -1.375 -5.965 0.0 0.0 0.0 0.117
H 5.114 0.199 -0.275 0.1 0.1 0.1 0.083
H 6.384 2.078 0.720 0.0 0.0 0.0 0.117
H 5.144 4.109 1.499 0.0 0.0 0.0 0.106
H 2.657 4.101 1.300 0.1 0.0 0.0 0.108
N -1.787 1.984 0.354 0.1 0.0 0.2 -0.112
C -1.239 3.041 1.237 0.0 -0.1 0.2 -0.271
C -0.881 2.526 2.628 -0.1 0.0 -0.1 -0.280
N 0.178 1.521 2.597 0.0 0.0 -0.2 -0.016
H -2.225 2.406 -0.457 -0.1 0.0 0.0 0.065
H -2.510 1.485 0.866 -0.1 -0.1 -0.1 0.072
H -1.963 3.850 1.363 0.0 0.0 0.0 0.118
H -0.350 3.464 0.761 0.0 0.0 0.0 0.075
H -1.767 2.067 3.075 0.0 0.1 0.0 0.109
H -0.624 3.396 3.243 -0.1 0.0 0.0 0.115
H 0.376 1.190 3.534 0.0 0.0 0.0 0.078
H 1.030 1.940 2.237 0.1 -0.1 0.0 0.032
I 0.575 2.492 -2.104 0.1 0.5 -1.1 1.197
C 0.218 1.315 -3.859 0.1 0.3 0.6 -0.528
C 0.581 1.837 -5.069 0.1 0.1 0.1 -0.139
C 0.277 1.121 -6.232 -0.1 0.0 0.0 -0.066
C -0.421 -0.064 -6.130 0.1 0.0 -0.1 -0.030
C -0.795 -0.587 -4.891 0.2 0.0 0.3 -0.164
C -1.573 -1.788 -4.793 -0.2 -0.2 -0.1 -0.018
C -2.051 -2.234 -3.622 0.1 -0.1 0.1 -0.031
C -1.703 -1.621 -2.327 0.0 0.1 -0.1 -0.479
C -0.824 -0.444 -2.425 -0.1 -0.3 0.1 -0.332
C -0.445 0.080 -3.667 -0.1 0.1 -0.5 -0.291
H 1.083 2.793 -5.129 0.0 0.0 0.0 0.102
H 0.553 1.525 -7.195 0.0 0.0 0.0 0.113
H -0.703 -0.603 -7.027 0.0 0.0 0.0 0.122
H -1.829 -2.292 -5.718 0.0 0.0 0.0 0.121
H -2.707 -3.097 -3.595 0.0 0.0 0.0 0.122
H -1.176 -2.526 -1.663 0.1 0.5 -0.3 0.001
```
Forces are in eV/Å.

The net charge is +1. The HOMO energy (alpha / beta) is -9.63 / -9.31 eV.


2.
The following is a DFT calculation (the ωB97M-V functional and the def2-TZVPD basis) of a structure of composition C36H45CoN5O7S2Se2.

```
98
Properties=species:S:1:pos:R:3:forces:R:3:lowdin_charge:R:1
Co 0.101 -0.229 -2.211 -0.7 0.2 -0.3 0.663
Se 2.992 1.653 -2.111 0.0 0.0 0.0 0.919
Se 3.294 0.550 -4.078 0.0 0.0 0.0 0.913
C 3.428 -1.175 -3.241 -0.1 0.0 0.0 -0.649
C 4.119 -2.219 -3.830 0.0 0.0 0.0 -0.063
C 4.040 -3.447 -3.189 0.0 0.0 0.0 -0.020
C 3.328 -3.550 -2.003 0.0 0.0 0.0 -0.005
C 2.683 -2.428 -1.506 0.0 0.0 0.0 -0.123
N 2.708 -1.256 -2.140 0.2 -0.3 0.3 -0.055
C 1.524 2.696 -2.785 0.1 -0.1 0.1 -0.645
C 1.567 4.073 -2.826 0.0 0.0 0.0 -0.074
C 0.454 4.719 -3.354 0.0 0.0 0.0 -0.027
C -0.608 3.958 -3.805 0.0 0.0 0.0 -0.001
C -0.554 2.573 -3.694 0.0 0.0 0.0 -0.071
N 0.500 1.943 -3.176 0.0 -0.1 0.1 0.007
H 4.685 -2.089 -4.741 0.0 0.0 0.0 0.116
H 4.533 -4.311 -3.613 0.0 0.0 0.0 0.126
H 3.248 -4.493 -1.481 0.0 0.0 0.0 0.126
H 2.081 -2.464 -0.605 0.0 0.0 0.0 0.106
H 2.434 4.620 -2.483 0.0 0.0 0.0 0.116
H 0.433 5.798 -3.424 0.0 0.0 0.0 0.124
H -1.484 4.422 -4.237 0.0 0.0 0.0 0.123
H -1.360 1.932 -4.022 0.0 0.0 0.0 0.115
C -0.401 -0.715 4.968 0.0 0.0 0.0 -0.029
C -1.446 -0.541 3.901 0.0 0.0 0.0 -0.258
C -1.297 -1.153 2.655 0.0 0.0 0.0 -0.053
C -2.273 -1.037 1.680 0.0 -0.1 0.0 -0.055
C -3.419 -0.302 1.963 -0.1 -0.1 0.0 -0.284
C -3.589 0.318 3.188 0.0 0.1 0.0 -0.040
C -2.594 0.204 4.148 -0.1 0.0 0.0 -0.035
S -4.696 -0.159 0.750 -0.1 0.0 0.1 0.644
O -4.794 -1.388 0.005 0.1 -0.1 0.1 -0.286
O -5.882 0.358 1.365 0.0 0.0 0.0 -0.284
N -4.028 1.023 -0.177 0.1 0.1 0.3 -0.137
C -4.494 1.108 -1.555 -0.2 0.0 -0.1 -0.206
C -3.829 0.105 -2.486 0.0 -0.2 -0.2 -0.072
C -2.329 0.205 -2.515 0.0 0.0 -0.1 -0.614
O -1.658 -0.173 -3.508 -0.1 0.0 0.1 -0.025
O -1.704 0.643 -1.493 0.2 0.0 0.0 -0.118
H -0.418 -1.733 5.364 0.0 0.0 0.0 0.095
H -0.564 -0.030 5.799 0.0 0.0 0.0 0.084
H 0.599 -0.540 4.572 0.0 0.0 0.0 0.039
H -0.409 -1.738 2.446 0.0 0.0 0.0 0.108
H -2.144 -1.519 0.716 0.0 0.0 0.0 0.107
H -4.494 0.879 3.378 0.0 0.0 0.0 0.118
H -2.724 0.681 5.112 0.0 0.0 0.0 0.117
H -3.014 0.912 -0.175 0.0 0.0 0.0 0.055
H -4.310 2.131 -1.890 0.0 0.0 -0.1 0.121
H -5.575 0.957 -1.577 0.0 0.0 0.0 0.127
H -4.220 0.208 -3.499 0.1 0.0 0.0 0.131
H -4.053 -0.919 -2.162 0.0 0.2 0.0 0.125
O 0.857 -4.308 -4.471 0.0 0.0 0.0 0.065
C 0.156 -4.875 -3.468 0.0 0.0 0.0 -0.261
C 0.009 -6.261 -3.479 0.0 0.0 0.0 -0.007
C -0.699 -6.889 -2.474 0.0 0.0 0.0 -0.066
C -1.272 -6.158 -1.433 0.0 0.0 0.0 -0.077
C -1.119 -4.789 -1.411 0.0 0.0 0.0 -0.010
C -0.406 -4.130 -2.419 0.0 0.0 0.0 -0.073
C -0.223 -2.673 -2.340 0.2 0.0 0.1 -0.555
O 0.349 -2.044 -3.297 0.1 0.2 0.0 -0.072
O -0.550 -2.015 -1.314 0.0 -0.1 0.1 -0.065
H 0.790 -3.338 -4.350 0.0 0.0 0.0 0.075
H 0.446 -6.820 -4.296 0.0 0.0 0.0 0.120
H -0.815 -7.965 -2.503 0.0 0.0 0.0 0.109
H -1.833 -6.658 -0.656 0.0 0.0 0.0 0.105
H -1.551 -4.192 -0.620 0.0 0.0 0.0 0.118
C 2.855 1.621 4.652 0.0 0.0 0.0 -0.099
C 3.283 0.170 4.443 0.0 0.0 0.0 -0.252
C 2.936 -0.421 3.079 0.0 0.0 0.0 -0.203
C 3.552 0.293 1.879 0.1 0.0 0.0 -0.193
N 2.845 1.513 1.484 -0.1 0.0 0.0 0.013
C 1.694 1.545 0.797 0.0 0.3 0.0 -0.783
S 0.965 0.126 0.221 0.2 0.0 -0.1 0.831
N 1.171 2.774 0.566 0.0 -0.2 0.0 0.018
C -0.246 2.987 0.216 0.0 0.0 0.1 -0.195
C -1.206 2.667 1.360 0.0 0.0 -0.1 -0.187
C -0.868 3.343 2.684 0.0 0.0 0.0 -0.249
C -0.787 4.863 2.602 0.0 0.0 0.0 -0.098
H 2.978 1.916 5.694 0.0 0.0 0.0 0.080
H 1.807 1.771 4.384 0.0 0.0 0.0 0.059
H 3.459 2.316 4.063 0.0 0.0 0.0 0.061
H 2.810 -0.451 5.208 0.0 0.0 0.0 0.103
H 4.360 0.081 4.616 0.0 0.0 0.0 0.112
H 1.852 -0.442 2.936 0.0 0.0 0.0 0.070
H 3.263 -1.464 3.050 0.0 0.0 0.0 0.122
H 3.569 -0.367 1.012 0.0 0.0 0.0 0.090
H 4.581 0.588 2.094 0.0 0.0 0.0 0.130
H 3.143 2.367 1.928 0.0 0.0 0.0 0.132
H 1.580 3.526 1.106 0.0 0.0 0.0 0.136
H -0.494 2.368 -0.642 0.0 0.0 0.0 0.065
H -0.322 4.033 -0.084 0.0 0.0 0.0 0.120
H -1.234 1.585 1.504 0.0 -0.1 0.0 0.080
H -2.208 2.963 1.035 0.0 0.0 0.0 0.124
H 0.074 2.939 3.076 0.0 0.0 0.0 0.089
H -1.627 3.054 3.411 0.0 0.0 0.0 0.105
H 0.034 5.206 1.964 0.0 0.0 0.0 0.060
H -0.634 5.307 3.585 0.0 0.0 0.0 0.076
H -1.709 5.279 2.190 0.0 0.0 0.0 0.084
```
Forces are in eV/Å.

The net charge is +1. The HOMO energy (alpha / beta) is -10.35 / -10.34 eV. As for the spin multiplicity: 5.


These records have energy relative to the best compared isomer or geometry (same formula, charge and spin) values of 2.8359; 0.0000 eV, in the order they appear.
These records have strongest force on any atom values of 1.238; 0.764 eV/A, in the order they appear.